P:
Computed, not measured: a cluster of 2 separate species, C12H16N2O in total, with ωB97M-V with the def2-TZVPD basis set.

The geometry in XYZ format:
```
31
Properties=species:S:1:pos:R:3:nbo_charge:R:1
C 2.13 1.50 -0.55 -0.6301
C 1.61 0.29 -1.18 -0.1269
C 0.67 0.31 -2.20 -0.0037
N 0.02 -0.86 -2.40 -0.5140
C 0.61 -1.77 -1.55 0.1175
C 0.55 -3.19 -1.60 -0.2322
C 1.23 -3.92 -0.67 -0.2207
C 2.15 -3.20 0.22 -0.2378
C 2.31 -1.84 0.13 -0.1993
C 1.57 -1.08 -0.82 -0.0829
H 2.79 2.10 -1.21 0.2321
H 2.65 1.42 0.41 0.2196
H 1.31 2.09 -0.18 0.2061
H 0.41 1.28 -2.64 0.2104
H -0.64 -1.03 -3.14 0.4174
H 0.10 -3.63 -2.48 0.2107
H 1.12 -4.98 -0.65 0.2139
H 2.94 -3.76 0.71 0.2130
H 2.85 -1.28 0.89 0.2079
C -3.13 0.89 2.27 -0.6350
C -2.95 2.02 1.17 -0.5002
C -1.58 2.72 0.96 0.6861
N -0.56 2.40 1.83 -0.8256
O -1.53 3.39 -0.04 -0.5941
H -3.90 1.40 2.86 0.2301
H -2.24 0.66 2.86 0.1888
H -3.25 -0.06 1.74 0.2222
H -3.21 1.51 0.22 0.2309
H -3.71 2.80 1.34 0.2251
H 0.33 2.30 1.37 0.3856
H -0.63 1.53 2.35 0.3850
```

Results
SMILES = Cc1c[nH]c2ccccc12.CCC(N)=O
LUMO = 0.024 Ha
Gap between HOMO and LUMO = 8.528 eV

---

Q:
Computed, not measured: a cluster of 2 separate species, C12H16N2O in total, with ωB97M-V with the def2-TZVPD basis set.

The geometry in XYZ format:
```
31
Properties=species:S:1:pos:R:3:nbo_charge:R:1
C 0.16 3.27 -1.09 -0.6259
C -0.81 2.09 -1.16 -0.0741
C -2.15 1.95 -1.04 -0.0384
N -2.42 0.58 -1.26 -0.5219
C -1.30 -0.13 -1.53 0.1281
C -1.16 -1.50 -1.81 -0.2371
C 0.13 -1.99 -1.98 -0.2248
C 1.21 -1.07 -1.95 -0.2503
C 1.08 0.24 -1.55 -0.1948
C -0.25 0.80 -1.48 -0.0975
H -0.38 4.07 -1.55 0.2248
H 1.09 2.96 -1.64 0.2120
H 0.52 3.45 -0.10 0.2176
H -2.99 2.53 -0.78 0.2169
H -3.34 0.20 -1.02 0.4081
H -2.01 -2.14 -1.58 0.2125
H 0.45 -3.01 -2.15 0.2240
H 2.20 -1.40 -2.16 0.2108
H 1.90 0.94 -1.40 0.2116
C 2.03 -1.24 2.71 -0.5755
C 0.98 -0.10 2.40 -0.5008
C -0.33 -0.81 2.41 0.6768
N -0.61 -1.86 1.51 -0.8334
O -1.26 -0.66 3.21 -0.6192
H 2.89 -0.80 3.07 0.2052
H 2.29 -1.82 1.88 0.2104
H 1.62 -1.86 3.38 0.2084
H 1.01 0.71 3.06 0.2339
H 1.17 0.45 1.44 0.2268
H -1.48 -2.25 1.51 0.3886
H -0.22 -1.60 0.65 0.3770
```

Results
SMILES = Cc1c[nH]c2ccccc12.CCC(N)=O
LUMO = 0.029 Ha
Gap between HOMO and LUMO = 9.001 eV

---

R:
Computed, not measured: a cluster of 2 separate species, C12H16N2O in total, with ωB97M-V with the def2-TZVPD basis set.

The geometry in XYZ format:
```
31
Properties=species:S:1:pos:R:3:nbo_charge:R:1
C -1.17 1.07 -2.45 -0.6106
C -0.64 -0.37 -2.10 -0.4173
C 0.84 -0.41 -1.87 0.0881
C 1.92 0.42 -1.76 -0.1109
N 2.90 -0.26 -1.09 -0.5379
C 2.48 -1.56 -0.99 0.1479
N 1.29 -1.69 -1.53 -0.4544
H -1.09 1.10 -3.55 0.2051
H -0.66 1.78 -1.80 0.2077
H -2.25 1.14 -2.28 0.2035
H -1.11 -0.57 -1.12 0.2228
H -1.05 -0.91 -2.97 0.2233
H 1.91 1.49 -1.88 0.2201
H 3.88 -0.03 -1.02 0.4131
H 2.87 -2.36 -0.41 0.2022
C -2.75 -1.26 1.37 -0.6288
C -1.51 -0.37 1.74 -0.0508
C -0.27 -0.98 1.77 -0.1842
C 0.95 -0.32 1.96 -0.2829
C 0.83 1.08 1.91 0.3051
O 1.96 1.86 1.80 -0.6929
C -0.36 1.72 1.74 -0.2854
C -1.54 1.04 1.67 -0.1805
H -2.58 -1.66 0.36 0.2175
H -3.66 -0.67 1.34 0.2164
H -2.74 -2.17 1.97 0.2196
H -0.24 -2.09 1.83 0.2081
H 1.87 -0.86 2.13 0.2175
H 2.78 1.47 2.10 0.4814
H -0.43 2.82 1.69 0.2266
H -2.46 1.55 1.43 0.2106
```

Results
SMILES = CCc1c[nH]cn1.Cc1ccc(O)cc1
LUMO = 0.022 Ha
Gap between HOMO and LUMO = 8.920 eV

---

S:
Computed, not measured: a cluster of 2 separate species, C12H16N2O in total, with ωB97M-V with the def2-TZVPD basis set.

The geometry in XYZ format:
```
31
Properties=species:S:1:pos:R:3:nbo_charge:R:1
C -1.77 0.13 2.73 -0.6029
C -0.27 0.41 2.82 -0.4305
C 0.74 -0.45 2.08 0.1264
C 0.25 -1.58 1.43 -0.1347
N 1.38 -2.14 0.89 -0.5089
C 2.44 -1.34 1.15 0.1395
N 2.07 -0.31 1.91 -0.4659
H -2.25 0.23 3.70 0.2153
H -2.01 -0.87 2.37 0.2016
H -2.16 0.88 2.07 0.2083
H -0.06 1.44 2.51 0.2112
H 0.05 0.42 3.87 0.2132
H -0.71 -2.04 1.45 0.2166
H 1.57 -3.05 0.52 0.4142
H 3.28 -1.28 0.48 0.1990
C 1.94 2.03 -1.20 -0.6270
C 0.61 1.36 -1.49 -0.0491
C -0.55 1.73 -0.85 -0.1822
C -1.77 1.03 -1.03 -0.2905
C -1.71 -0.03 -1.91 0.2900
O -2.82 -0.83 -2.14 -0.6833
C -0.60 -0.38 -2.68 -0.2653
C 0.57 0.31 -2.40 -0.1764
H 2.22 2.03 -0.15 0.2314
H 1.79 3.08 -1.44 0.2135
H 2.71 1.61 -1.83 0.2108
H -0.58 2.53 -0.12 0.2080
H -2.65 1.30 -0.47 0.2136
H -3.49 -0.60 -1.50 0.4707
H -0.70 -1.09 -3.48 0.2291
H 1.48 -0.12 -2.80 0.2044
```

Results
SMILES = CCc1c[nH]cn1.Cc1ccc(O)cc1
LUMO = 0.028 Ha
Gap between HOMO and LUMO = 9.107 eV

---

Relative stability in kcal/mol, measured from the most stable structure: P 9.8; Q 0.0; R 13.8; S 3.3

---

P:
Computed, not measured: a cluster of 2 separate species, C5H13N2S in total, with ωB97M-V with the def2-TZVPD basis set.

The geometry in XYZ format:
```
21
Properties=species:S:1:pos:R:3:nbo_charge:R:1
C -3.85 -0.01 -0.26 0.2649
C 0.35 -1.94 0.03 -0.6069
C -0.23 0.86 -0.84 -0.4498
C 0.71 1.52 1.29 -0.4492
C 1.06 -0.74 0.49 -0.2113
N -4.90 0.10 -0.77 -0.5621
N 0.27 0.46 0.44 -0.4417
S -2.72 -0.54 0.67 -0.0697
H -0.51 -1.80 0.56 0.2016
H 0.11 -2.02 -1.11 0.2238
H 0.85 -2.82 0.34 0.2532
H 0.45 1.28 -1.67 0.2537
H -0.65 -0.07 -1.39 0.2480
H -0.98 1.59 -0.70 0.2307
H 0.09 2.41 1.14 0.2382
H 0.62 1.42 2.43 0.2614
H 1.75 1.81 0.94 0.2389
H 2.00 -0.51 -0.07 0.2197
H 1.31 -0.90 1.48 0.2238
H -5.52 -0.05 -1.53 0.4599
H -0.73 0.20 0.84 0.4731
```

Results
LUMO = -0.100 Ha
Total charge = +1
Gap between HOMO and LUMO = 10.767 eV

---

Q:
Computed, not measured: a cluster of 2 separate species, C5H13N2S in total, with ωB97M-V with the def2-TZVPD basis set.

The geometry in XYZ format:
```
21
Properties=species:S:1:pos:R:3:nbo_charge:R:1
C -2.12 -1.12 0.50 -0.2301
C -2.80 0.09 -0.11 -0.5013
C -0.16 0.12 -0.34 0.1383
C 2.10 -0.70 0.12 -0.4735
C 1.84 1.67 0.13 -0.4533
N -0.78 -1.10 -0.16 -0.7063
N 1.11 0.39 0.35 -0.4458
S -1.51 1.39 -0.04 0.2334
H -2.02 -1.08 1.57 0.2164
H -2.75 -1.98 0.18 0.2383
H -3.00 -0.01 -1.10 0.2194
H -3.67 0.52 0.42 0.2637
H 0.45 0.12 -2.12 0.0912
H 2.01 -0.58 -0.99 0.2388
H 3.13 -0.72 0.52 0.2739
H 1.59 -1.71 0.16 0.2611
H 1.36 2.59 0.55 0.2625
H 2.81 1.59 0.75 0.2435
H 2.32 1.81 -0.87 0.2630
H -0.86 -1.78 -0.89 0.4211
H 0.94 0.50 1.36 0.4458
```

Results
LUMO = -0.151 Ha
Total charge = +1
Gap between HOMO and LUMO = 8.801 eV

---

Relative stability in kcal/mol, measured from the most stable structure: P 0.0; Q 59.8

---

P:
Computed, not measured: a cluster of 2 separate species, C4H10NS2 in total, with ωB97M-V with the def2-TZVPD basis set.

The geometry in XYZ format:
```
17
Properties=species:S:1:pos:R:3:nbo_charge:R:1
C -2.18 -3.21 -0.57 -0.4319
C -0.11 1.55 1.36 -0.7247
C 0.85 0.96 -1.00 -0.7280
C 0.70 0.63 0.44 0.5127
N 1.10 -0.43 0.92 -0.6011
S -3.71 -3.16 -1.41 0.1772
S -1.31 -2.04 0.16 -0.1177
H -1.76 -4.20 -0.48 0.2288
H 0.32 1.83 2.36 0.2746
H -0.16 2.53 0.88 0.2604
H -1.16 1.30 1.26 0.2884
H 1.60 1.76 -1.15 0.2812
H 0.03 1.23 -1.62 0.2851
H 1.18 0.15 -1.65 0.2541
H 0.93 -0.61 1.90 0.4276
H -3.78 -1.80 -1.68 0.1563
H 1.52 -1.28 0.53 0.4570
```

Results
LUMO = -0.145 Ha
Total charge = +1
Gap between HOMO and LUMO = 8.429 eV

---

Q:
Computed, not measured: a cluster of 2 separate species, C4H10NS2 in total, with ωB97M-V with the def2-TZVPD basis set.

The geometry in XYZ format:
```
17
Properties=species:S:1:pos:R:3:nbo_charge:R:1
C -3.12 0.65 0.24 -0.4310
C 1.43 -0.68 1.27 -0.7139
C 1.24 1.20 -0.34 -0.7252
C 1.17 -0.22 -0.06 0.5830
N 1.02 -1.08 -1.09 -0.6885
S -3.89 -0.52 -0.68 0.1853
S -1.68 0.43 1.12 -0.0915
H -3.22 1.70 0.27 0.2354
H 1.02 -0.20 2.07 0.2878
H 1.34 -1.77 1.15 0.2371
H 2.56 -0.61 1.45 0.3025
H 1.81 1.78 0.31 0.2671
H 0.22 1.46 -0.30 0.2905
H 1.65 1.35 -1.33 0.2546
H 0.66 -2.05 -0.81 0.4342
H -2.75 -0.76 -1.31 0.1342
H 0.55 -0.69 -1.97 0.4384
```

Results
LUMO = -0.177 Ha
Total charge = +1
Gap between HOMO and LUMO = 7.714 eV

---

R:
Computed, not measured: a cluster of 3 separate species, C4H10NS2 in total, with ωB97M-V with the def2-TZVPD basis set.

The geometry in XYZ format:
```
17
Properties=species:S:1:pos:R:3:nbo_charge:R:1
C -0.45 -0.54 2.99 -0.8252
S -0.56 1.24 2.94 0.4148
S 1.89 1.06 0.49 -0.1779
H -0.26 -0.92 1.99 0.2504
H -1.41 -0.93 3.34 0.2898
H 0.31 -0.88 3.69 0.2496
H 0.83 1.06 1.37 0.0692
C -0.18 0.79 -1.69 -0.0376
C -1.44 1.15 -1.45 -0.3738
C 1.29 -1.11 -2.06 0.1051
N 0.13 -0.56 -2.05 -0.4295
H 0.91 1.02 -0.57 0.1318
H -2.21 0.38 -1.50 0.2028
H -1.72 2.18 -1.29 0.2506
H 1.32 -2.17 -2.23 0.2272
H 2.16 -0.52 -1.79 0.2326
H -0.61 -1.25 -2.18 0.4201
```

Results
LUMO = -0.302 Ha
Total charge = +1
Gap between HOMO and LUMO = 3.894 eV

---

Relative stability in kcal/mol, measured from the most stable structure: P 0.0; Q 25.2; R 154.0